# 1
Molecular formula: C3H7FO
Method: DFT, ωB97M-V/def2-TZVPD

Geometry (Å):
C -0.5511 1.0670 -0.2360
C -0.3852 -1.2485 0.2811
C 0.4854 -0.0098 -0.1123
O 1.4463 0.2083 0.8495
F 1.3126 -0.1648 -1.2989
H -1.2409 1.1252 0.6189
H -1.2951 0.7316 -1.0039
H -0.1196 2.0248 -0.4421
H -0.0825 -2.1988 -0.3246
H -1.3999 -1.0012 -0.0628
H -0.2562 -1.2939 1.4044
H 2.0862 0.7599 0.3269

Results
HOMO = -10.7 eV
Charge = 0
Gap between HOMO and LUMO = 11.6213 eV
Energy above the lowest of the compared OMol25 structures with the same formula, charge and spin = 0.1256 eV
SMILES = CC(C)(O)F

=====

# 2
Molecular formula: C2HBrN2O2
Method: DFT, ωB97M-V/def2-TZVPD

Geometry (Å):
C -1.3943 -0.9888 0.0542
C 1.0025 -1.1160 -0.0106
N -0.2289 -3.1129 0.0078
N -0.2519 -0.3895 0.0268
O 2.0533 -0.5349 -0.0335
O 0.8572 -2.4262 -0.0149
Br -3.0113 -0.1514 -0.0102
H -0.0779 0.6171 -0.0030

Results
HOMO (spin up / spin down) = -8.5 / -8.6 eV
Charge = 0
Gap between HOMO and LUMO (spin up / spin down) = 7.7653 / 7.8613 eV
Energy above the lowest of the compared OMol25 structures with the same formula, charge and spin = 5.3829 eV

=====

# 3
Molecular formula: C3H7N3O3
Method: DFT, ωB97M-V/def2-TZVPD

Geometry (Å):
C 1.2072 -1.6303 -0.6967
C -0.4472 0.1020 -0.0969
C 0.9345 1.9300 2.3129
H 1.3908 -2.1398 0.2637
H 1.1297 -2.3009 -1.6335
H 2.0332 -0.8088 -0.7762
H -1.9733 -1.3504 -1.5018
H 1.2066 1.2078 3.0653
H 0.7341 2.9094 2.8082
H -2.7692 1.1060 -1.5541
N -0.0837 -0.9105 -0.9230
N 0.5361 1.6987 1.1420
N -1.4020 0.9768 -0.3810
O -1.2112 -1.8305 -1.0763
O 0.6183 0.3394 0.7982
O -1.9040 0.7011 -1.7508

Results
HOMO = -8.8 eV
Charge = 0
Gap between HOMO and LUMO = 9.5790 eV
Energy above the lowest of the compared OMol25 structures with the same formula, charge and spin = 8.2006 eV
SMILES = C=NO/C(=N/O)N(C)O

=====

# 4
Molecular formula: C19H15FN4O4S
Method: DFT, ωB97M-V/def2-TZVPD

Geometry (Å):
O -2.1960 -0.6162 -2.9091
C -0.9850 -0.6191 -2.9609
N -0.2039 -1.7047 -2.8141
H 0.7930 -1.5424 -2.7011
C -0.7030 -2.9361 -2.2242
C -0.3447 -2.9318 -0.7592
C 0.9493 -3.2467 -0.3712
C 1.3725 -3.1149 0.9487
C 0.4507 -2.6499 1.8545
C -0.8579 -2.3487 1.4753
C -1.2786 -2.4780 0.1753
H -2.2817 -2.2168 -0.1164
O -1.5593 -1.9212 2.5693
C -0.6448 -1.9214 3.6417
O 0.6067 -2.3975 3.1938
H -1.0197 -2.5722 4.4474
H -0.5288 -0.8954 4.0297
H 2.3778 -3.3617 1.2485
H 1.6551 -3.5914 -1.1115
H -0.2453 -3.7822 -2.7430
H -1.7844 -2.9529 -2.3682
C -0.1714 0.6703 -3.1815
N 0.2252 1.1719 -1.8712
C 1.3055 0.6153 -1.2740
O 1.9730 -0.2596 -1.8089
C 1.6668 1.1400 0.0598
C 2.2712 0.3848 1.0426
S 2.4825 1.3694 2.4085
N 1.8106 2.6708 1.6221
N 1.4428 2.4098 0.4536
H 2.5481 -0.6475 1.0046
C -0.6912 2.0196 -1.2082
C -1.0588 3.2382 -1.7654
C -1.9867 4.0479 -1.1370
C -2.5666 3.6537 0.0566
C -2.2139 2.4452 0.6304
C -1.2888 1.6446 -0.0076
F -0.9399 0.4711 0.5633
H -2.6489 2.1078 1.5577
H -3.2921 4.2854 0.5444
H -2.2557 4.9932 -1.5820
H -0.5994 3.5530 -2.6897
H 0.7276 0.4717 -3.7684
H -0.7985 1.4131 -3.6729

Results
HOMO = -8.2 eV
Charge = 0
Gap between HOMO and LUMO = 8.2493 eV
Energy above the lowest of the compared OMol25 structures with the same formula, charge and spin = 0.0000 eV
SMILES = O=C(CN(C(=O)c1csnn1)c1ccccc1F)NCc1ccc2c(c1)OCO2

=====

# 5
Molecular formula: C10H11ClF2
Method: DFT, ωB97M-V/def2-TZVPD

Geometry (Å):
C -1.4488 2.6447 -0.6850
C -1.7805 1.5282 -1.5135
C -0.7953 2.4769 0.5205
C -1.2081 0.3536 -1.2103
C -0.2557 1.2109 0.7965
C -0.5361 0.1645 -0.0365
C 0.1034 -1.7946 1.4815
C 0.8057 -1.6792 -0.8225
C 0.1805 -1.1248 0.1994
C 3.2954 0.7146 0.3536
F 3.1454 -0.4285 1.0558
F 4.2027 1.4465 0.8776
Cl 3.9463 0.2247 -1.3599
H -1.9825 3.6266 -0.8110
H -2.5327 1.6809 -2.3261
H -0.5253 3.3046 1.2574
H -1.5090 -0.4985 -1.8325
H 0.1940 1.1903 1.7255
H 0.3270 -2.8993 1.3560
H -1.0321 -1.6898 1.6599
H 0.7453 -1.4680 2.2687
H 1.2730 -2.6902 -0.5369
H 0.8639 -1.3541 -1.8341
H 2.2428 1.2109 0.2447

Results
HOMO = -8.9 eV
Charge = 0
Gap between HOMO and LUMO = 9.7311 eV
Energy above the lowest of the compared OMol25 structures with the same formula, charge and spin = 1.8593 eV
SMILES = C=C(C)c1ccccc1.FC(F)Cl

=====

# 6
Molecular formula: C29H35BN6O4PS
Method: DFT, ωB97M-V/def2-TZVPD

Geometry (Å):
C 2.5710 4.0885 0.2579
C 1.5065 5.0009 -0.3510
O 0.4521 4.3369 -1.0315
C -0.2596 3.3808 -0.2605
N 0.2876 2.0085 -0.6335
C 0.5672 1.9408 -1.8149
O 0.7943 1.8710 -2.9581
O -0.3134 3.6006 1.0630
B -1.4949 4.4928 1.2984
N -1.1408 5.8495 2.0537
C -1.3016 5.8623 3.2305
S -1.2824 5.7994 4.8346
O -2.1301 4.6486 -0.0072
C -1.7510 3.4682 -0.7219
P -2.9437 2.1175 -0.2258
C -2.2022 1.1054 1.1357
C -3.0750 0.8642 -1.6136
C -2.6341 1.3822 -2.9948
H 2.7957 3.2419 -0.3888
H 3.4840 4.6462 0.4750
H 2.2120 3.7252 1.2205
H 1.9935 5.6153 -1.1130
H 1.1321 5.7027 0.3982
H -2.2755 3.8803 2.0260
H -1.7908 3.7877 -1.7648
H -3.0422 0.6001 1.6166
H -1.5152 0.3597 0.7300
H -1.7303 1.7247 1.8916
H -4.1121 0.5328 -1.6130
H -2.4677 -0.0127 -1.3671
H -2.7696 2.4520 -3.1311
H -1.6179 1.0561 -3.1989
H -3.2558 0.8948 -3.7540
N 2.0462 -2.3008 -2.9711
C 2.8211 -3.0954 -2.2320
C 3.7416 -2.6324 -1.3041
C 3.8723 -1.2641 -1.1359
C 3.0775 -0.4208 -1.8937
C 2.1826 -0.9861 -2.7897
H 2.6876 -4.1603 -2.3942
H 4.3365 -3.3222 -0.7244
H 4.5785 -0.8619 -0.4211
H 3.1447 0.6546 -1.7926
H 1.5410 -0.3594 -3.3953
N 3.7292 -4.7248 1.3551
C 3.5555 -4.3796 2.6289
C 3.5781 -5.2887 3.6777
C 3.7890 -6.6265 3.3861
C 3.9692 -7.0016 2.0641
C 3.9314 -6.0141 1.0914
H 3.3881 -3.3216 2.8046
H 3.4323 -4.9533 4.6955
H 3.8120 -7.3665 4.1766
H 4.1353 -8.0353 1.7918
H 4.0702 -6.2625 0.0437
N 3.1074 -0.8580 2.2196
C 2.1704 -0.0832 1.6658
C 1.7292 1.1098 2.2211
C 2.2904 1.5205 3.4186
C 3.2642 0.7299 4.0096
C 3.6345 -0.4421 3.3712
H 1.7569 -0.4424 0.7299
H 0.9692 1.7003 1.7283
H 1.9712 2.4452 3.8836
H 3.7268 1.0153 4.9453
H 4.3959 -1.0887 3.7991
N -6.1238 -0.9531 -2.2034
C -6.3275 -0.9586 -3.5186
C -7.0903 -1.9128 -4.1757
C -7.6714 -2.9207 -3.4238
C -7.4679 -2.9320 -2.0535
C -6.6898 -1.9282 -1.4960
H -5.8511 -0.1537 -4.0683
H -7.2231 -1.8654 -5.2480
H -8.2732 -3.6858 -3.8983
H -7.9017 -3.7008 -1.4286
H -6.5065 -1.8968 -0.4274

Results
HOMO = -4.9 eV
Charge = -1
Gap between HOMO and LUMO = 7.1736 eV

=====

# 7
Molecular formula: C16H29IrN3O2SSi2
Method: DFT, ωB97M-V/def2-TZVPD

Geometry (Å):
Ir 0.3317 0.1282 0.2557
N -2.6423 -0.2414 -2.9081
C -1.6832 -0.3513 -1.9210
S -0.8006 1.0896 -1.5025
N -1.4912 -1.5298 -1.4179
N -0.4313 -1.5645 -0.5177
C 0.1261 -2.7163 -0.3856
C 1.2338 -3.0357 0.4907
C 1.7242 -4.3490 0.4004
C 2.7496 -4.8181 1.1895
C 3.3182 -3.9470 2.1238
C 2.8621 -2.6571 2.2482
C 1.8107 -2.1453 1.4481
O 1.4376 -0.9198 1.6654
H -3.0637 0.6699 -2.9779
H -3.2910 -1.0125 -2.9350
H -0.2861 -3.5224 -0.9873
H 1.2591 -5.0116 -0.3223
H 3.1011 -5.8368 1.0926
H 4.1283 -4.2887 2.7583
H 3.2956 -1.9760 2.9700
C -0.4456 -0.6364 4.3268
Si -1.6300 -0.7378 2.8662
C -1.7024 -2.5475 2.3498
C -3.3883 -0.5181 3.5515
C -1.3062 0.5252 1.5050
Si -1.2288 2.3418 2.0708
C -1.0150 3.6514 0.7305
C -2.9120 2.8607 2.7982
C 0.0048 2.6617 3.4586
H -0.5209 -1.5581 4.9120
H -0.6752 0.1995 4.9896
H 0.5825 -0.5364 3.9781
H -2.1603 -3.0893 3.1843
H -0.7248 -2.9875 2.1735
H -2.3237 -2.7025 1.4652
H -3.5214 -1.1941 4.4017
H -4.1230 -0.8006 2.7919
H -3.6294 0.4872 3.8891
H -2.2122 0.4748 0.8783
H -1.4659 3.3589 -0.2179
H 0.0427 3.8396 0.5575
H -1.5081 4.5706 1.0641
H -3.6648 2.9322 2.0074
H -2.8026 3.8585 3.2347
H -3.3016 2.2070 3.5763
H 0.9220 2.1016 3.3031
H -0.3975 2.4120 4.4424
H 0.2564 3.7268 3.4622
C 2.6094 1.6581 1.3570
O 1.3443 1.8130 0.7929
H 3.1089 2.6377 1.3792
H 3.2596 0.9733 0.7912
H 2.5890 1.2723 2.3868

Results
HOMO = -4.1 eV
Charge = -1
Gap between HOMO and LUMO = 6.9615 eV
Energy above the lowest of the compared OMol25 structures with the same formula, charge and spin = 0.1840 eV

=====

# 8
Molecular formula: C41H88F21N6O11P2S3
Method: DFT, ωB97M-V/def2-TZVPD

Geometry (Å):
C 0.8191 -2.3305 -1.5019
C -0.2745 -1.2704 -1.4980
O -1.4520 -1.4865 -1.8558
N 0.2434 0.1030 -1.1118
H 0.3930 0.1111 -0.1130
H 1.1251 0.2535 -1.5808
C -0.6982 1.3043 -1.3697
H 0.3480 -3.3134 -1.5032
H 1.4064 -2.3081 -0.5840
H 1.4436 -2.2794 -2.3938
H -1.2839 1.0034 -2.2384
H -0.1073 2.2192 -1.4128
H -1.3512 1.2607 -0.4981
C -5.1048 -5.9419 -2.7049
C -6.4976 -6.4205 -3.0656
O -7.3458 -6.6763 -2.2157
N -6.5490 -6.8524 -4.5551
H -5.8077 -6.3391 -5.0100
H -6.1551 -7.7816 -4.5948
C -7.9921 -6.4541 -5.1347
H -5.0709 -5.8803 -1.6172
H -4.8720 -4.9805 -3.1625
H -4.3536 -6.6774 -2.9927
H -8.2083 -5.4002 -4.9598
H -8.7373 -7.0498 -4.6076
H -7.9919 -6.8363 -6.1555
C 8.6706 -4.1364 1.2655
C 7.6273 -3.4515 2.2368
C 7.8245 -3.8129 3.7020
N 6.8053 -3.1305 4.6711
C 5.3940 -3.5203 4.1564
C 6.8803 -1.5381 4.7840
C 6.7200 -1.2288 6.2469
C 6.3250 -2.6065 6.8693
C 6.9991 -3.6385 6.0822
H 8.6522 -5.2252 1.3134
H 9.6460 -3.8641 1.6686
H 8.6703 -3.8135 0.2244
H 6.6257 -3.8012 1.9868
H 7.6412 -2.3643 2.1592
H 8.7750 -3.5280 4.1531
H 7.5939 -4.8683 3.8468
H 5.0749 -3.0078 3.2488
H 4.5937 -3.3872 4.8843
H 5.4718 -4.5409 3.7817
H 6.0203 -1.1484 4.2393
H 7.8715 -1.3054 4.3950
H 5.9300 -0.4942 6.4032
H 7.6446 -0.7439 6.5600
H 5.2675 -2.8571 6.9531
H 6.7633 -2.6585 7.8660
H 6.5437 -4.6281 6.1201
H 8.0672 -3.5774 6.2906
C -1.1562 6.7560 2.5302
C -0.7134 7.8417 1.5064
C -0.5058 9.1980 2.1573
N 0.3288 10.1981 1.3075
C -0.4170 10.3737 0.0103
C 1.8160 9.7195 1.0762
C 2.7227 10.4037 2.0223
C 1.8937 11.3769 2.8759
C 0.5774 11.5722 2.0110
H -0.3771 6.5577 3.2663
H -1.5197 5.8558 2.0346
H -1.9475 7.1803 3.1482
H -1.4803 7.8835 0.7329
H 0.1310 7.4045 0.9735
H 0.2225 9.0628 2.9569
H -1.4772 9.6212 2.4130
H -1.4241 10.6233 0.3443
H -0.5052 9.4439 -0.5516
H -0.0411 11.2316 -0.5474
H 2.0058 10.0224 0.0465
H 1.7425 8.6423 1.2259
H 3.5377 10.9386 1.5347
H 3.3079 9.6540 2.5549
H 2.3580 12.3149 3.1806
H 1.6830 10.8779 3.8218
H 0.7573 12.2551 1.1807
H -0.3857 11.8389 2.4462
C -3.5924 -3.8625 3.3458
C -2.6904 -5.0495 3.7563
C -3.4287 -5.8617 4.8321
N -2.4228 -6.6997 5.7710
C -1.6615 -7.6831 4.8694
C -1.5590 -5.7680 6.6710
C -1.4403 -6.5569 7.9929
C -2.7636 -7.3164 8.1118
C -3.2722 -7.5024 6.7655
H -3.3276 -3.2462 2.4866
H -3.6234 -3.0971 4.1212
H -4.6342 -4.1756 3.2774
H -1.7297 -4.7024 4.1369
H -2.3313 -5.6354 2.9102
H -4.0737 -6.6276 4.4014
H -4.0382 -5.2584 5.5048
H -0.7723 -7.1161 4.5936
H -2.1665 -7.9463 3.9400
H -1.2251 -8.4312 5.5312
H -0.5865 -5.5609 6.2245
H -2.2171 -4.9241 6.8778
H -0.5883 -7.2349 7.9433
H -1.2430 -5.9525 8.8782
H -2.7649 -8.2906 8.6007
H -3.5021 -6.8262 8.7461
H -3.4999 -8.5199 6.4479
H -4.2732 -7.0808 6.8573
C -5.0382 -0.5195 -6.8983
C -4.3313 0.7891 -7.0561
C -4.1696 1.0993 -8.5920
N -3.0267 2.1649 -8.9170
C -3.0834 3.4412 -8.0367
C -3.0938 2.6091 -10.3684
C -1.6213 3.0403 -10.7524
C -0.7483 2.2136 -9.8176
C -1.6462 1.4692 -8.8652
H -4.9497 -0.7459 -5.8357
H -4.7671 -1.3779 -7.5129
H -6.0866 -0.3632 -7.1526
H -3.3517 0.8282 -6.5797
H -4.9724 1.4807 -6.5096
H -5.0660 1.5753 -8.9895
H -3.9270 0.2492 -9.2297
H -4.0889 3.8600 -7.9964
H -2.3203 4.2004 -8.2083
H -2.8266 3.1169 -7.0282
H -3.8680 3.3758 -10.3965
H -3.3873 1.7632 -10.9900
H -1.3670 4.0992 -10.7071
H -1.5754 2.8492 -11.8245
H -0.0530 2.8495 -9.2698
H -0.1875 1.6189 -10.5387
H -1.3065 1.4586 -7.8296
H -1.6501 0.4385 -9.2197
C 2.0739 5.9477 -3.7885
F 2.5631 5.0326 -2.9010
F 0.8626 6.3088 -3.4727
F 2.8499 7.0694 -3.8300
S 2.0652 5.0494 -5.5179
O 1.5218 5.9736 -6.5474
O 3.4310 4.5528 -5.7971
O 1.0930 3.9907 -5.3125
C -6.1196 3.3663 -0.5017
F -5.4426 4.5184 -0.6624
F -7.0306 3.2573 -1.4686
F -5.3456 2.3269 -0.4951
S -6.8737 3.3419 1.2770
O -7.6120 2.0847 1.3857
O -5.7199 3.5155 2.1739
O -7.7102 4.5773 1.2656
C 6.8172 1.7849 -0.8292
F 7.2171 2.9006 -1.4105
F 7.8632 1.0782 -0.3406
F 5.9731 2.0147 0.1981
S 5.8121 0.7313 -2.1928
O 4.4026 0.9160 -1.8937
O 6.1807 1.3736 -3.4735
O 6.3067 -0.6463 -2.1154
P 3.0710 -7.4894 0.7714
F 2.4385 -6.2427 1.5826
F 2.0319 -8.5658 1.5397
F 1.9288 -7.3140 -0.4054
F 3.7391 -8.7115 -0.0160
F 4.1346 -6.4275 0.2057
F 4.0910 -7.8326 1.9768
P -0.2564 0.6811 4.0129
F -1.7596 0.9943 3.5104
F -0.2249 2.0486 4.7858
F -0.9131 -0.0140 5.3769
F 1.1956 0.3618 4.6627
F -0.2787 -0.6545 3.0804
F 0.4026 1.4945 2.7629

Results
HOMO = -8.0 eV
Charge = +1
Gap between HOMO and LUMO = 3.6552 eV

=====

# 9
Molecular formula: C2H2ClN3O6
Method: DFT, ωB97M-V/def2-TZVPD

Geometry (Å):
C -0.2887 0.7362 0.4292
C 1.4181 0.1739 0.2584
N 1.9152 0.5248 -1.2062
N 1.4574 -1.4042 0.3172
N 2.3073 0.8232 1.3406
O 1.5673 -0.2802 -1.9952
O 2.4486 -1.8811 -0.1652
O 3.4962 0.5147 1.3250
O 2.5585 1.5065 -1.2824
O 0.5013 -1.8746 0.8180
O 1.7003 1.6548 2.0295
Cl -0.3567 2.1972 -0.4703
H -0.2477 0.7307 1.5958
H -1.0103 0.1331 -0.1228

Results
HOMO = -11.6 eV
Charge = 0
Gap between HOMO and LUMO = 10.0451 eV
Energy above the lowest of the compared OMol25 structures with the same formula, charge and spin = 0.0000 eV
SMILES = O=[N+]([O-])C(CCl)([N+](=O)[O-])[N+](=O)[O-]

=====

# 10
Molecular formula: C10H16
Method: DFT, ωB97M-V/def2-TZVPD

Geometry (Å):
C 1.1393 -0.2979 -1.0122
C 1.5601 -1.3175 -2.1089
C -0.3586 -0.2720 -0.8645
C -0.9549 -0.9208 0.2178
C -1.1545 0.3249 -1.8419
C -2.3437 -0.9370 0.3396
C -2.5330 0.3087 -1.7064
C -3.1266 -0.3678 -0.6433
H 1.6245 -0.5882 -0.0780
H 1.5751 0.6755 -1.2296
H 2.4372 -0.9613 -2.6470
H -0.2644 -1.3523 0.9307
H -0.6705 0.7784 -2.6997
H -2.7554 -1.3005 1.2763
H -3.1356 0.8236 -2.4380
H -4.2005 -0.2713 -0.5511
H 0.7337 -1.4161 -2.8081
H 1.8109 -2.2762 -1.6655
C 1.1602 1.6112 1.8111
C 1.4521 0.7402 3.0485
H 1.9496 1.3747 1.1059
H 0.1832 1.3866 1.4012
H 1.2939 2.6663 2.0366
H 0.9796 1.1514 3.9400
H 2.5232 0.7149 3.2268
H 1.0749 -0.2776 2.9596

Results
HOMO = -9.0 eV
Charge = 0
Gap between HOMO and LUMO = 10.0141 eV
Energy above the lowest of the compared OMol25 structures with the same formula, charge and spin = 0.4000 eV
SMILES = CCc1ccccc1.CC

=====

# 11
Molecular formula: C19H22N2PdSe
Method: DFT, ωB97M-V/def2-TZVPD

Geometry (Å):
C 1.4942 2.2244 -2.3020
C 0.7915 1.5711 -3.4675
H 1.0605 3.1991 -2.1089
H 2.5522 2.3441 -2.5401
H 1.4231 1.6366 -1.3908
H -0.2669 1.3856 -3.2701
H 0.8387 2.2147 -4.3547
H 1.2407 0.6096 -3.7263
C -0.6058 2.3685 2.1658
C -1.0413 2.7055 3.4437
C -2.2466 2.1867 3.9315
C -2.9942 1.3553 3.1173
H 0.3180 2.7672 1.7341
H -0.4257 3.3557 4.0516
H -2.6418 2.4410 4.9179
H -3.9605 0.9561 3.3972
N -1.3232 1.5070 1.4300
C -2.5007 0.9930 1.8584
C -3.1119 -0.0364 0.9997
N -2.4391 -0.3611 -0.1277
C -2.8050 -1.4141 -0.8721
C -4.6455 -1.8892 0.6414
C -3.9024 -2.2033 -0.5057
H -2.1823 -1.6298 -1.7440
H -4.1652 -3.0688 -1.1074
C -4.2436 -0.7879 1.3893
H -4.7997 -0.4632 2.2663
H -5.5361 -2.4560 0.9592
Pd -0.3761 0.5358 -0.2982
C 0.4144 -0.6471 -1.6286
H -0.2313 -0.3343 -2.4724
H 0.1336 -1.7019 -1.4265
H 1.5079 -0.4737 -1.7916
Se 0.9227 -0.9469 1.2796
C 2.5524 -1.3237 0.5231
C 3.5444 -0.3194 0.4329
C 4.7418 -0.5885 -0.2326
C 4.9616 -1.8202 -0.8597
C 4.0428 -2.8571 -0.6342
C 2.8497 -2.6185 0.0465
H 3.3381 0.6567 0.8752
H 5.5000 0.1899 -0.3067
H 5.8711 -2.0116 -1.4277
H 4.2423 -3.8501 -1.0420
H 2.1033 -3.4007 0.1768

Results
HOMO (spin up / spin down) = -14.1 / -15.5 eV
Charge = +2
Spin multiplicity = 5
Gap between HOMO and LUMO (spin up / spin down) = 7.4004 / 5.1269 eV
Energy above the lowest of the compared OMol25 structures with the same formula, charge and spin = 0.0000 eV

=====

How do the records compare in max |F|? In the order shown, they have 2.22 2.36 2.66 1.68 3.95 1.89 0.41 5.13 4.30 1.18 4.21 eV/Å.